87
Properties=species:S:1:pos:R:3:mulliken_charge:R:1 method="wB97M-V/def2-TZVPD" homo_ev=-5.8 charge=0 gap_ha=0.1666 fmax_ev_per_a=2.55
C 4.9637 1.4437 -2.2713 -1.23
C 4.4867 1.1136 -0.8835 -0.20
O 4.5286 -0.3115 -0.7136 -0.25
C 4.0240 -0.6176 0.5070 0.43
C 3.6249 -2.0301 0.5807 1.12
C 3.5380 -2.7708 -0.6794 -1.65
C 2.6855 -2.3757 1.6560 0.20
O 1.8612 -3.2809 1.5460 -0.75
O 2.7962 -1.6140 2.7624 -0.03
C 1.7577 -1.8343 3.7507 0.12
C 1.7343 -0.6129 4.6314 -1.29
O 3.8869 0.2456 1.3661 -0.72
H 5.0743 2.5309 -2.3328 0.39
H 5.9295 0.9723 -2.4901 0.27
H 4.2212 1.1398 -3.0200 0.30
H 5.1326 1.5925 -0.1379 0.27
H 3.4544 1.4609 -0.7347 0.32
H 3.1655 -3.7841 -0.4853 0.34
H 2.8578 -2.2751 -1.3916 0.50
H 4.5488 -2.8195 -1.1112 0.20
H 0.7821 -1.9571 3.2550 0.31
H 1.9859 -2.7409 4.3356 -0.05
H 1.2415 -0.8515 5.5783 0.40
H 2.7333 -0.2129 4.8341 0.29
H 1.1406 0.1656 4.1396 0.30
C 1.5843 -9.2836 3.0486 -1.16
N 1.6567 -7.9231 3.5382 0.05
C 0.4954 -7.4931 4.2957 -0.95
C 2.6436 -7.0850 3.1106 1.54
C 2.8198 -5.7776 3.6557 -1.27
C 3.6691 -4.8775 3.0578 -0.42
C 4.3790 -5.1927 1.8671 0.20
C 5.1522 -4.2194 1.1478 -0.74
C 6.0172 -4.5982 0.1181 -0.43
C 7.1989 -3.9351 -0.2875 0.12
C 7.9110 -4.4103 -1.4750 0.90
C 7.3401 -5.3622 -2.3662 -0.92
C 7.9981 -5.7921 -3.5011 -1.24
C 9.2366 -5.2140 -3.8949 1.48
N 9.8289 -5.5382 -5.0833 0.10
C 10.8951 -4.7329 -5.6334 -1.19
C 9.6260 -6.7995 -5.7715 -0.87
C 9.8224 -4.2603 -3.0122 -0.47
C 9.2228 -3.9716 -1.8012 -0.88
C 7.7163 -2.8330 0.5258 0.32
C 7.5243 -2.8094 1.9261 -0.40
C 7.9686 -1.7559 2.7079 -0.54
C 8.8096 -0.7659 2.1363 0.58
N 9.3607 0.2364 2.8981 0.15
C 10.7372 0.6635 2.7215 -1.01
C 8.6805 0.7491 4.0719 -1.13
C 9.0810 -0.8211 0.7483 -0.91
C 8.4481 -1.7586 -0.0430 -0.97
C 4.3191 -6.5386 1.4228 -1.62
C 3.4803 -7.4594 2.0250 -0.39
H 2.5738 -9.7529 3.0714 0.39
H 0.9088 -9.8393 3.7028 0.31
H 1.2088 -9.3367 2.0158 0.34
H 0.6304 -6.5024 4.7330 0.27
H -0.4019 -7.4742 3.6574 0.33
H 0.3170 -8.2178 5.0994 0.35
H 2.2609 -5.4856 4.5458 0.18
H 3.8152 -3.9016 3.5300 0.64
H 5.1377 -3.1822 1.5183 1.21
H 5.7383 -5.4847 -0.4517 -0.29
H 6.3366 -5.7536 -2.1919 0.40
H 7.5219 -6.5360 -4.1463 0.18
H 10.7050 -3.6695 -5.4571 0.40
H 11.8691 -4.9958 -5.1954 0.35
H 10.9382 -4.9131 -6.7111 0.33
H 8.7461 -7.3371 -5.4101 0.26
H 9.5117 -6.5925 -6.8452 0.31
H 10.5065 -7.4532 -5.6509 0.31
H 10.7655 -3.7761 -3.2711 0.37
H 9.7786 -3.3411 -1.1104 0.77
H 7.0029 -3.6317 2.4138 0.51
H 7.7393 -1.7389 3.7735 0.49
H 11.1544 0.2257 1.8084 0.31
H 10.7868 1.7581 2.6530 0.32
H 11.3570 0.3532 3.5794 0.32
H 7.5929 0.6719 3.9357 0.36
H 8.9656 0.2055 4.9896 0.34
H 8.9425 1.8066 4.1995 0.34
H 9.7506 -0.0828 0.3028 0.37
H 8.5421 -1.6710 -1.1252 1.01
H 4.9186 -6.8679 0.5782 0.38
H 3.4345 -8.4661 1.6128 0.36